[1]
55
Properties=species:S:1:pos:R:3:mulliken_charge:R:1 method="wB97M-V/def2-TZVPD" spin_multiplicity=3 orbital_gap_ev="7.47 / 7.93" lumo_ha="-0.098 / -0.098" s_squared=2.00 total_charge=+1 homo_ha="-0.3722 / -0.3894"
Ti -0.275 -0.790 0.703 0.9327
N -2.619 -1.036 0.659 -0.2391
C -3.045 -2.389 0.231 -0.6886
C -1.991 -2.932 -0.703 -0.7408
N -0.670 -3.111 -0.119 -0.1114
C -0.575 -4.043 1.017 -0.7322
C -0.768 -3.375 2.378 -0.6909
N 0.027 -2.116 2.540 -0.4595
H -3.259 -0.721 1.380 0.2039
H -2.755 -0.381 -0.092 0.0119
H -3.982 -2.349 -0.334 0.4513
H -3.183 -3.010 1.095 0.2924
H -1.849 -2.192 -1.470 0.3993
H -2.340 -3.856 -1.155 0.4602
H -0.086 -3.433 -0.852 0.1916
H 0.421 -4.460 1.050 0.4746
H -1.266 -4.872 0.923 0.3421
H -0.549 -4.100 3.142 0.4565
H -1.808 -3.081 2.501 0.2762
H 1.011 -2.296 2.781 0.2615
H -0.360 -1.622 3.327 0.2659
S -3.679 0.837 -2.261 -0.3763
C -3.566 2.498 -2.255 -0.0250
N -3.476 3.316 -1.199 -0.0963
C -3.245 4.715 -1.572 -0.3620
C -3.570 4.694 -3.074 -0.5190
N -3.568 3.262 -3.373 -0.1699
H -3.084 2.979 -0.331 0.2827
H -2.202 4.984 -1.370 0.1884
H -3.863 5.379 -0.963 0.3416
H -2.821 5.264 -3.653 0.3112
H -4.558 5.107 -3.201 0.3316
H -3.981 2.880 -4.209 0.2562
N 7.377 0.136 0.549 -0.3572
C 6.495 0.144 1.559 0.1798
O 6.795 0.442 2.702 -0.6035
C 5.084 -0.211 1.232 0.8071
C 4.181 0.331 2.096 -0.6846
C 2.856 0.072 1.889 -0.4129
N 2.385 -0.656 0.875 0.0582
C 3.279 -1.221 0.069 -0.4543
C 4.653 -1.035 0.193 -0.7005
H 8.312 0.425 0.782 0.2431
H 7.130 -0.008 -0.415 0.1826
H 4.602 0.906 2.900 0.5437
H 2.077 0.516 2.500 0.4446
H 2.843 -1.829 -0.738 0.3828
H 5.363 -1.491 -0.494 0.3848
Cl 0.265 0.191 -1.874 -0.1659
C -0.065 1.932 -1.624 -0.2055
C -0.569 2.245 -0.210 0.5436
O -0.711 3.447 0.025 -0.6572
O -0.858 1.258 0.592 -0.5744
H -0.831 2.203 -2.343 0.1087
H 0.872 2.452 -1.804 0.4161

=====

[2]
51
Properties=species:S:1:pos:R:3:mulliken_charge:R:1 method="wB97M-V/def2-TZVPD" orbital_gap_ev=8.39 lumo_ha=0.018 total_charge=0 homo_ha=-0.2904
C -1.014 0.703 0.928 -0.7565
C -0.920 0.759 2.412 -0.5777
C 0.523 0.422 2.703 -1.1016
C 1.569 1.637 2.531 -1.0778
N 1.656 2.010 1.215 1.0054
C 2.144 3.287 0.845 -0.6786
C 3.524 3.836 1.490 -1.5558
H 3.317 3.931 2.352 0.6776
H 3.447 5.010 0.962 0.2225
H 4.210 3.325 0.993 0.4825
H 2.224 3.327 -0.530 0.2202
H 1.270 3.994 0.973 0.4706
C 2.586 1.028 0.603 -1.0955
C 2.527 0.822 -1.089 0.3200
C 3.066 1.563 -2.081 -0.3952
C 2.571 1.040 -3.162 -0.9411
C 1.394 0.241 -2.645 0.6278
O 1.520 0.131 -1.394 -0.1109
C 0.251 -0.486 -3.686 -1.8906
N -0.766 -0.597 -2.798 -0.2410
C -1.293 -1.638 -2.281 0.8737
O -0.577 -2.829 -2.670 -0.8058
N -2.216 -1.657 -1.442 -0.1636
C -2.769 -2.686 -0.619 0.7056
C -2.808 -3.811 -1.030 -0.3556
C -3.443 -4.939 -0.072 -0.3058
C -4.369 -4.459 1.070 -0.9865
C -4.576 -3.161 0.907 -0.3203
C -3.760 -2.214 0.392 -0.7809
H -4.065 -1.209 0.522 0.2893
H -5.308 -2.795 1.680 0.2313
H -4.917 -5.100 1.472 0.6099
H -3.182 -5.979 -0.223 0.4115
H -1.989 -4.219 -1.410 0.4863
H -2.575 -0.633 -1.065 0.2091
H -1.110 0.232 -2.499 0.1866
H 0.507 -1.376 -3.825 0.6762
H 0.337 -0.121 -4.456 1.0469
H 2.709 1.343 -4.277 0.2842
H 4.187 2.080 -2.102 0.1597
H 3.806 1.003 0.772 0.3909
H 2.767 -0.137 0.878 0.3954
H 2.671 1.465 3.059 0.3493
H 1.271 2.609 3.103 0.4202
H 0.715 0.449 3.809 0.3696
H 0.801 -0.478 2.348 0.5899
H -1.531 0.080 3.014 0.3331
H -1.160 1.764 2.924 0.2693
H -2.132 1.093 0.557 0.2386
H -0.681 -0.162 0.501 0.4213
H -0.408 1.500 0.340 0.1661

=====

[3]
21
Properties=species:S:1:pos:R:3:mulliken_charge:R:1 method="wB97M-V/def2-TZVPD" orbital_gap_ev=8.59 lumo_ha=-0.058 total_charge=0 homo_ha=-0.3731
O -2.113 -1.605 2.887 -0.5175
C -1.203 -1.285 2.167 0.5174
C -1.192 0.111 1.688 -0.6622
C -0.399 0.428 0.629 0.9652
C -0.377 1.696 -0.169 -0.9682
C 0.721 1.375 -1.212 0.4781
C 0.112 1.403 -2.642 0.3024
O -0.580 2.320 -2.974 -0.5382
O 0.329 0.323 -3.431 -0.4869
N 1.256 0.017 -0.916 -1.0233
C 0.610 -0.444 0.121 -0.0656
C 0.931 -1.761 0.727 -0.2139
C -0.118 -2.212 1.723 0.2358
O -0.045 -3.361 2.179 -0.5273
H -1.926 0.804 2.114 0.4223
H -1.315 1.986 -0.628 0.3995
H -0.039 2.515 0.495 0.3248
H 1.507 2.124 -1.151 0.3641
H 0.877 -0.268 -2.867 0.3954
H 1.115 -2.509 -0.060 0.3430
H 1.847 -1.657 1.321 0.2551

=====

[4]
10
Properties=species:S:1:pos:R:3:mulliken_charge:R:1 method="wB97M-V/def2-TZVPD" spin_multiplicity=3 orbital_gap_ev="6.16 / 6.66" lumo_ha="0.042 / -0.092" s_squared=2.03 total_charge=0 homo_ha="-0.1843 / -0.3374"
C -0.443 1.144 0.047 -0.5900
C -1.304 0.023 -0.009 -0.2374
C 0.862 0.844 0.172 0.4141
C 0.771 -0.829 0.096 0.5903
C -0.624 -1.153 0.108 -0.9190
C 1.883 -0.089 -0.013 -0.8313
H -0.665 2.221 -0.001 0.3393
H -2.316 -0.032 -0.171 0.4892
H -1.110 -2.081 0.033 0.3962
H 2.947 -0.048 -0.261 0.3486

=====

[5]
25
Properties=species:S:1:pos:R:3:mulliken_charge:R:1 method="wB97M-V/def2-TZVPD" orbital_gap_ev=8.75 lumo_ha=0.023 total_charge=0 homo_ha=-0.2989
O 0.315 1.829 -0.964 -0.5728
C -1.008 1.470 -0.906 0.3283
C -1.948 2.500 -0.945 -0.4893
C -3.306 2.196 -0.889 -0.3365
C -3.734 0.870 -0.794 -0.4813
C -2.789 -0.153 -0.755 -0.4936
C -1.427 0.142 -0.811 -0.0789
H 0.862 1.007 -0.928 0.4549
H -1.597 3.537 -1.020 0.3642
H -4.042 3.011 -0.920 0.3312
H -4.806 0.636 -0.750 0.3386
H -3.111 -1.201 -0.681 0.3356
H -0.684 -0.665 -0.780 0.3373
C 3.332 -2.623 0.144 -0.7924
N 2.625 -1.788 1.095 -0.1924
C 1.906 -0.708 0.679 0.7830
C 1.220 0.072 1.781 -1.1367
O 1.832 -0.404 -0.508 -0.7518
H 3.844 -3.434 0.689 0.3253
H 4.088 -2.039 -0.409 0.2528
H 2.635 -3.072 -0.582 0.2501
H 2.663 -2.008 2.093 0.2621
H 1.955 0.470 2.500 0.3944
H 0.672 0.918 1.333 0.2565
H 0.502 -0.563 2.326 0.3113

=====

[6]
6
Properties=species:S:1:pos:R:3:mulliken_charge:R:1 method="wB97M-V/def2-TZVPD" orbital_gap_ev=12.39 lumo_ha=0.031 total_charge=0 homo_ha=-0.4241
O -1.666 0.044 -0.131 -0.6723
H -1.521 -0.359 0.732 0.3263
H -1.174 0.886 -0.040 0.3367
O 1.322 0.171 -0.003 -0.6346
H 2.217 -0.216 -0.051 0.3008
H 0.823 -0.526 -0.507 0.3430

=====

Relative energy (zero: lowest compared OMol25 entry of this formula, charge and spin)? In order: 0.910; 21.318; 0.000; 0.000; 0.000; 0.121 eV.